No. 1
Here is a structure of composition C2H3IO2 from the Open Molecules 2025 dataset. Energies are from ωB97M-V/def2-TZVPD.

Its expectation value of S² is 2.006. The relative energy (zero: lowest compared OMol25 entry of this formula, charge and spin) is 255.4 kJ/mol. For the maximum force, the calculation gives 4.737 eV Å⁻¹. The HOMO energy (alpha / beta) comes out at -5.2 / -9.5 eV. The calculated total energy comes out at -14311.625 eV. The multiplicity is 3.

The geometry in XYZ format:
```
8
C2H3IO2 (ωB97M-V/def2-TZVPD)
C 0.88 -0.03 -0.59
C -0.55 0.09 0.68
O 0.18 -1.04 0.10
O 0.24 1.00 0.08
I -2.59 -0.02 -0.14
H 2.06 -0.02 -0.30
H 0.60 0.05 -1.62
H -0.82 -0.03 1.79
```

No. 2
Here is a structure of composition C13H23N5O3PdS from the Open Molecules 2025 dataset. Energies are from ωB97M-V/def2-TZVPD.

Its expectation value of S² is 2.009. The relative energy (zero: lowest compared OMol25 entry of this formula, charge and spin) is 0.0 kJ/mol. For the maximum force, the calculation gives 0.594 eV Å⁻¹. The total charge is +2. The HOMO energy (alpha / beta) comes out at -14.2 / -14.9 eV. The calculated total energy comes out at -41747.126 eV. The multiplicity is 3.

The geometry in XYZ format:
```
46
C13H23N5O3PdS (ωB97M-V/def2-TZVPD)
Pd -0.35 0.08 1.03
C 2.89 1.00 0.53
O 1.98 0.04 1.06
C 2.57 -0.95 1.90
C 1.64 -2.13 1.90
O 0.29 -1.77 2.21
C -0.05 -1.65 3.60
C 0.16 -0.26 4.12
O -0.57 0.61 3.27
C -0.58 1.98 3.72
H 3.76 0.50 0.10
H 3.23 1.69 1.31
H 2.37 1.56 -0.24
H 2.73 -0.55 2.90
H 3.53 -1.26 1.50
H 2.00 -2.90 2.59
H 1.60 -2.55 0.89
H 0.52 -2.37 4.19
H -1.10 -1.91 3.67
H 1.21 0.04 4.14
H -0.23 -0.20 5.14
H -0.87 2.02 4.76
H -1.31 2.52 3.12
H 0.41 2.43 3.59
S -2.38 1.20 0.77
C -2.96 0.75 -0.81
N -3.39 -0.51 -1.01
C -3.89 -0.97 -2.18
C -3.99 -0.12 -3.25
C -3.56 1.20 -3.09
C -3.06 1.63 -1.88
H -3.33 -1.15 -0.23
H -4.21 -2.00 -2.20
H -4.39 -0.48 -4.18
H -3.63 1.89 -3.92
H -2.73 2.65 -1.73
N 1.94 0.95 -4.99
C 1.61 0.17 -3.97
N 2.27 -0.98 -3.78
N 0.63 0.57 -3.18
C 0.28 0.02 -2.07
N -0.12 -0.43 -1.07
H 2.68 0.72 -5.63
H 1.47 1.84 -5.10
H 2.98 -1.29 -4.43
H 1.97 -1.62 -3.08
```

No. 3
Here is a cluster of 2 separate species, C37H30NO7 in total from the Open Molecules 2025 dataset. Energies are from ωB97M-V/def2-TZVPD.

For the maximum force, the calculation gives 3.455 eV Å⁻¹. The total charge is -1. The HOMO energy comes out at -4.0 eV. The calculated total energy comes out at -54675.152 eV.

The geometry in XYZ format:
```
75
C37H30NO7 (ωB97M-V/def2-TZVPD)
C -4.02 -2.47 -5.21
O -3.29 -1.22 -5.32
C -2.61 -0.75 -4.24
C -2.08 0.55 -4.34
C -1.37 1.11 -3.28
C -0.99 0.33 -2.16
C -0.17 0.89 -1.10
C 1.05 0.22 -0.77
C 2.11 0.94 -0.12
C 3.41 0.48 0.00
C 4.48 1.31 0.58
C 4.21 2.49 1.31
C 5.21 3.21 1.97
C 6.55 2.80 1.88
C 6.86 1.69 1.08
C 5.85 0.98 0.45
C 3.72 -0.90 -0.48
O 4.88 -1.33 -0.63
C 2.57 -1.74 -0.94
C 2.68 -3.19 -1.19
C 1.52 -4.00 -1.23
C 1.60 -5.37 -1.43
C 2.84 -5.98 -1.60
C 4.00 -5.19 -1.62
C 3.92 -3.82 -1.41
C 1.38 -1.11 -1.22
C -1.48 -1.00 -2.13
C -2.32 -1.54 -3.08
H -4.46 -2.60 -6.20
H -3.34 -3.31 -4.99
H -4.82 -2.42 -4.45
H -2.29 1.13 -5.26
H -1.11 2.19 -3.34
H 0.03 1.96 -1.17
H 1.84 1.89 0.32
H 3.17 2.84 1.38
H 4.95 4.08 2.56
H 7.33 3.35 2.39
H 7.89 1.36 0.96
H 6.12 0.10 -0.14
H 0.54 -3.53 -1.09
H 0.68 -5.95 -1.42
H 2.89 -7.06 -1.75
H 4.97 -5.65 -1.78
H 4.83 -3.22 -1.40
H 0.64 -1.66 -1.78
H -1.22 -1.61 -1.27
H -2.79 -2.49 -2.91
C 1.20 4.25 2.73
C 0.11 3.23 2.85
O -0.13 2.62 1.57
C -1.04 1.61 1.65
C -1.69 1.30 0.36
C -2.83 0.40 0.51
O -3.14 -0.42 -0.38
C -3.84 0.48 1.63
C -4.26 1.69 2.16
C -5.27 1.78 3.11
C -5.85 0.58 3.57
N -6.73 0.64 4.69
O -7.19 -0.43 5.15
O -7.01 1.74 5.22
C -5.47 -0.66 3.03
C -4.48 -0.70 2.05
O -1.33 1.09 2.75
H 1.19 4.84 3.64
H 2.19 3.79 2.70
H 1.08 4.93 1.90
H 0.37 2.45 3.56
H -0.83 3.70 3.14
H -1.87 2.17 -0.37
H -3.78 2.61 1.80
H -5.58 2.73 3.52
H -5.97 -1.55 3.41
H -4.21 -1.67 1.65
```

No. 4
Here is a structure of composition C42H55BBrLuN7O4Si2 from the Open Molecules 2025 dataset. Energies are from ωB97M-V/def2-TZVPD.

For the maximum force, the calculation gives 1.423 eV Å⁻¹. The total charge is -1. The HOMO energy comes out at -4.7 eV. The calculated total energy comes out at -183172.391 eV.

The geometry in XYZ format:
```
113
C42H55BBrLuN7O4Si2 (ωB97M-V/def2-TZVPD)
Lu -0.37 0.86 0.37
C 0.75 -2.55 -2.08
Si 0.55 -0.89 -2.98
C 2.30 -0.86 -3.77
C -0.80 -1.31 -4.25
N 0.20 0.59 -2.16
C 0.16 1.69 -2.97
C 0.45 1.69 -4.36
C 0.48 2.83 -5.14
C 0.19 4.06 -4.60
C -0.17 4.12 -3.26
C -0.20 2.98 -2.48
O -0.59 3.02 -1.12
C -0.93 4.29 -0.66
C -2.25 4.71 -0.73
C -2.58 5.99 -0.30
C -1.60 6.84 0.18
C -0.29 6.41 0.26
C 0.05 5.13 -0.16
H 0.62 -3.31 -2.85
H -0.01 -2.75 -1.33
H 1.75 -2.70 -1.68
H 2.43 -1.73 -4.43
H 3.06 -0.94 -2.99
H 2.52 0.03 -4.35
H -0.40 -1.79 -5.15
H -1.36 -0.42 -4.57
H -1.52 -1.99 -3.79
H 0.66 0.75 -4.84
H 0.73 2.74 -6.20
H 0.21 4.97 -5.19
H -0.44 5.07 -2.83
H -3.00 4.04 -1.11
H -3.61 6.32 -0.37
H -1.86 7.85 0.49
H 0.49 7.06 0.64
H 1.07 4.77 -0.10
C 2.94 2.35 -0.95
O 2.41 1.18 -0.35
C 3.27 0.17 -0.12
C 4.64 0.26 -0.25
C 5.41 -0.88 0.02
Br 7.29 -0.73 -0.12
C 4.84 -2.07 0.38
C 3.45 -2.17 0.52
C 2.68 -1.04 0.27
O 1.32 -1.02 0.49
C 2.89 -3.48 0.86
N 3.60 -4.58 0.77
C 2.73 -5.60 1.09
C 2.95 -6.98 1.11
C 1.88 -7.79 1.43
C 0.62 -7.26 1.72
C 0.39 -5.90 1.72
C 1.46 -5.08 1.39
N 1.60 -3.72 1.25
H 3.47 2.11 -1.87
H 3.60 2.89 -0.27
H 2.08 2.97 -1.20
H 5.13 1.17 -0.53
H 5.44 -2.95 0.58
H 0.80 -1.48 -0.21
H 3.92 -7.39 0.87
H 2.01 -8.87 1.45
H -0.20 -7.93 1.95
H -0.59 -5.49 1.95
H 0.87 -3.03 1.38
B -2.82 1.34 2.96
N -3.43 1.40 1.53
C -4.73 1.44 1.20
C -4.83 1.57 -0.18
C -3.51 1.59 -0.61
N -2.68 1.50 0.42
N -2.06 0.01 3.16
C -2.37 -0.98 4.01
C -1.37 -1.93 3.99
C -0.46 -1.43 3.05
N -0.88 -0.26 2.56
H -3.72 1.38 3.76
H -2.05 2.26 3.07
H -5.49 1.40 1.96
H -5.73 1.62 -0.77
H -3.12 1.65 -1.62
H -3.28 -0.94 4.59
H -1.31 -2.84 4.55
H 0.49 -1.84 2.74
C -2.22 -3.94 -0.78
Si -2.64 -2.11 -0.39
C -3.71 -1.58 -1.87
C -3.85 -2.27 1.06
O -1.35 -1.21 -0.13
H -3.13 -4.54 -0.71
H -1.49 -4.36 -0.08
H -1.82 -4.07 -1.79
H -4.02 -2.45 -2.46
H -3.16 -0.91 -2.54
H -4.61 -1.07 -1.55
H -4.75 -2.81 0.76
H -4.16 -1.29 1.43
H -3.41 -2.81 1.90
C 1.31 3.56 4.09
C 1.00 2.30 3.27
C 2.20 1.37 3.28
C 0.57 2.64 1.83
H 1.58 3.31 5.12
H 0.44 4.22 4.12
H 2.14 4.11 3.64
H 0.17 1.79 3.77
H 3.09 1.87 2.86
H 2.00 0.48 2.68
H 2.45 1.05 4.30
H 1.40 3.23 1.41
H -0.25 3.37 1.93
```

No. 5
Here is a structure of composition C27H37CaN6O5 from the Open Molecules 2025 dataset. Energies are from ωB97M-V/def2-TZVPD.

The relative energy (zero: lowest compared OMol25 entry of this formula, charge and spin) is 56.9 kJ/mol. For the maximum force, the calculation gives 2.429 eV Å⁻¹. The total charge is -1. The HOMO energy comes out at -3.6 eV. The calculated total energy comes out at -66220.130 eV.

The geometry in XYZ format:
```
76
C27H37CaN6O5 (ωB97M-V/def2-TZVPD)
Ca -0.21 0.41 -0.07
O 0.17 2.75 -1.35
C 1.41 3.02 -1.91
C 2.56 2.23 -1.26
N 2.25 0.81 -1.19
C 2.17 0.17 -2.50
C 0.73 -0.33 -2.82
O 0.61 -1.12 -3.76
O -0.20 0.14 -2.11
C 3.07 0.09 -0.25
C 2.23 -0.82 0.68
O 3.19 -1.39 1.67
O 1.19 -0.26 1.19
H -0.11 1.88 -1.70
H 1.60 4.09 -1.77
H 1.40 2.82 -3.00
H 2.69 2.60 -0.24
H 3.49 2.42 -1.83
H 2.82 -0.71 -2.54
H 2.47 0.85 -3.31
H 3.54 0.79 0.45
H 3.87 -0.49 -0.73
C -1.56 -1.98 1.41
N -1.65 -1.57 0.01
C -1.17 -2.65 -0.83
C -3.00 -1.15 -0.27
C -3.97 -1.99 -0.78
C -5.29 -1.58 -0.89
C -5.66 -0.34 -0.38
C -4.70 0.52 0.10
C -3.32 0.19 0.07
N -2.31 1.02 0.42
C -2.45 2.37 0.50
C -3.33 3.16 -0.26
C -3.31 4.54 -0.19
C -2.43 5.18 0.67
C -1.53 4.43 1.41
C -1.51 3.05 1.32
N -0.51 2.24 1.91
C 0.73 2.89 2.25
C -0.97 1.42 3.01
H -2.14 -2.90 1.59
H -1.96 -1.19 2.04
H -0.51 -2.13 1.66
H -1.71 -3.60 -0.63
H -0.12 -2.79 -0.59
H -1.28 -2.38 -1.88
H -3.71 -2.98 -1.11
H -6.04 -2.24 -1.33
H -6.70 -0.05 -0.37
H -5.00 1.46 0.53
H -3.99 2.68 -0.97
H -3.97 5.12 -0.82
H -2.42 6.26 0.73
H -0.82 4.95 2.04
H 0.65 3.50 3.17
H 1.05 3.51 1.42
H 1.47 2.10 2.41
H -1.09 2.01 3.93
H -0.24 0.64 3.19
H -1.93 0.97 2.76
C 4.33 -4.09 -1.93
C 3.62 -3.43 -0.80
C 3.90 -3.47 0.51
C 2.84 -2.70 1.25
N 1.93 -2.23 0.17
N 2.52 -2.62 -1.06
C 2.18 -3.48 2.38
H 5.15 -4.69 -1.54
H 4.73 -3.34 -2.61
H 3.65 -4.73 -2.49
H 4.72 -3.95 0.99
H 1.84 -2.92 -1.75
H 2.94 -3.77 3.10
H 1.69 -4.38 1.99
H 1.45 -2.84 2.86
```